1.
{
  "formula": "C2H14NO3",
  "method": "ωB97M-V/def2-TZVPD",
  "charge": 0,
  "e_tot_ev": -9929.9112,
  "orbital_gap_ev": [2.72, 11.54],
  "s_squared": 0.751,
  "spin_multiplicity": 2,
  "elements": ["C", "N", "C", "H", "H", "H", "H", "H", "H", "H", "H", "H", "H", "O", "H", "H", "O", "H", "H", "O"],
  "coordinates": [[1.660, -1.050, 1.189], [1.722, -0.267, -0.109], [0.773, -0.833, -1.112], [2.195, -0.406, 1.983], [0.585, -1.106, 1.358], [2.072, -2.060, 0.955], [2.702, -0.250, -0.423], [1.580, 0.753, 0.143], [1.437, -1.603, -1.663], [0.472, -0.120, -1.879], [-0.117, -1.281, -0.719], [0.033, 2.425, -0.208], [1.150, 3.223, -0.918], [0.915, 2.349, -0.592], [-2.357, 1.451, 1.523], [-2.206, 0.648, 0.144], [-1.699, 1.238, 0.726], [-3.417, -1.680, 0.256], [-4.213, -0.566, -0.391], [-3.288, -0.865, -0.263]],
  "forces_ev_per_angstrom": [[0.462, 0.814, -0.184], [-1.243, 1.018, 1.794], [2.087, -0.690, -1.988], [-0.632, -1.395, -1.151], [0.100, -0.112, 0.580], [-0.013, 0.754, 0.560], [0.805, -0.441, -0.699], [-0.494, -0.961, -0.708], [-1.217, 0.737, 0.795], [0.248, 0.369, 0.329], [-0.098, -0.192, 0.652], [-0.292, -0.036, 0.118], [0.080, 0.076, 0.016], [0.003, -0.004, -0.031], [2.161, -0.760, -2.695], [-0.001, -0.063, 0.323], [-1.831, 0.961, 2.436], [0.366, 0.377, -0.208], [0.763, -0.090, -0.079], [-1.255, -0.363, 0.138]]
}



2.
{
  "formula": "C4H7NOS2",
  "method": "ωB97M-V/def2-TZVPD",
  "charge": 0,
  "e_tot_ev": -29467.7544,
  "orbital_gap_ev": 8.33,
  "elements": ["C", "C", "C", "C", "H", "H", "H", "H", "H", "H", "H", "N", "O", "S", "S"],
  "coordinates": [[0.274, -1.380, 0.092], [0.066, -0.016, -0.056], [1.257, 0.960, -0.017], [-1.291, 0.391, -0.409], [-1.582, -2.215, -0.386], [-0.296, -3.337, 0.004], [1.246, -1.738, 0.349], [1.642, 1.413, -1.033], [2.118, 0.333, 0.173], [0.525, 1.648, 1.646], [-0.300, 2.590, -0.226], [-0.695, -2.301, 0.222], [1.145, 2.029, 0.944], [-1.452, 2.064, -0.660], [-2.657, -0.440, -0.644]],
  "forces_ev_per_angstrom": [[-0.413, 1.754, 0.929], [-0.258, -0.813, -0.756], [0.720, -0.199, -1.697], [2.352, 0.838, 0.509], [1.475, 0.621, 1.433], [-1.066, 3.149, 1.096], [0.747, -0.112, -0.057], [-1.595, -0.435, 1.676], [0.355, -0.232, 0.730], [1.313, 0.939, -1.146], [0.134, -0.236, 0.047], [0.117, -4.863, -2.675], [-1.116, -1.604, 0.949], [-1.265, 1.904, -0.692], [-1.499, -0.711, -0.347]]
}



3.
{
  "formula": "C21H22F5N3O4S2",
  "method": "ωB97M-V/def2-TZVPD",
  "charge": 0,
  "e_tot_ev": -70052.9111,
  "orbital_gap_ev": 8.83,
  "smiles": "O=C(CNc1cc(S(=O)(=O)N2CCCC2)ccc1OCC(F)(F)F)Nc1ccc(SC(F)F)cc1",
  "elements": ["O", "C", "C", "N", "C", "C", "C", "S", "O", "O", "N", "C", "C", "C", "C", "C", "C", "C", "O", "C", "C", "F", "F", "F", "N", "C", "C", "C", "C", "S", "C", "F", "F", "C", "C", "H", "H", "H", "H", "H", "H", "H", "H", "H", "H", "H", "H", "H", "H", "H", "H", "H", "H", "H", "H", "H", "H"],
  "coordinates": [[-0.271, -2.540, -0.755], [-0.146, -2.687, 0.439], [-1.364, -2.941, 1.346], [-2.508, -2.187, 0.902], [-2.408, -0.836, 0.681], [-1.330, -0.069, 1.113], [-1.302, 1.293, 0.892], [0.183, 2.167, 1.399], [0.916, 1.306, 2.287], [-0.182, 3.478, 1.844], [1.153, 2.374, 0.056], [0.595, 3.148, -1.031], [0.069, 2.130, -2.063], [0.762, 0.805, -1.697], [1.694, 1.170, -0.530], [-2.349, 1.944, 0.282], [-3.441, 1.200, -0.155], [-3.466, -0.170, 0.019], [-4.474, -1.013, -0.419], [-5.583, -0.488, -1.077], [-6.576, 0.208, -0.119], [-6.649, 1.531, -0.332], [-6.257, 0.032, 1.161], [-7.821, -0.263, -0.286], [1.032, -2.620, 1.116], [2.268, -2.185, 0.624], [2.577, -2.190, -0.734], [3.783, -1.671, -1.163], [4.691, -1.162, -0.247], [6.216, -0.475, -0.853], [6.320, 0.993, 0.239], [7.073, 0.752, 1.329], [6.905, 2.002, -0.420], [4.415, -1.211, 1.113], [3.204, -1.713, 1.542], [-1.614, -4.003, 1.310], [-1.138, -2.672, 2.384], [-3.152, -2.655, 0.284], [-0.496, -0.497, 1.639], [-0.166, 3.815, -0.632], [1.398, 3.753, -1.462], [0.317, 2.448, -3.074], [-1.013, 2.031, -1.993], [0.035, 0.055, -1.386], [1.328, 0.396, -2.531], [2.701, 1.392, -0.899], [1.763, 0.406, 0.240], [-2.331, 3.015, 0.167], [-4.256, 1.722, -0.629], [-5.311, 0.218, -1.872], [-6.099, -1.347, -1.518], [0.992, -2.684, 2.125], [1.865, -2.569, -1.446], [4.024, -1.655, -2.214], [5.315, 1.300, 0.565], [5.134, -0.860, 1.837], [2.977, -1.723, 2.598]],
  "forces_ev_per_angstrom": [[-0.007, -0.026, -0.131], [-0.197, -0.144, 0.256], [-0.157, 0.266, -0.209], [-0.174, -0.481, -0.045], [-0.144, 0.494, -0.031], [-0.198, -0.359, -0.039], [0.470, 0.432, 0.194], [0.393, 0.196, 0.070], [-0.147, -0.234, -0.192], [-0.306, 0.066, -0.285], [-0.497, -0.002, 1.099], [-0.316, 0.431, -0.376], [0.014, 0.070, -0.091], [0.057, -0.024, -0.001], [0.254, -0.655, -0.159], [0.005, 0.065, 0.064], [0.017, -0.050, -0.059], [0.000, -0.238, -0.078], [0.655, 0.138, 0.338], [-0.322, 0.079, -0.153], [-0.091, -0.011, 0.095], [0.110, 0.249, -0.154], [0.165, -0.103, 0.116], [-0.120, -0.188, -0.184], [0.077, -0.132, 0.417], [0.368, 0.098, -0.208], [-0.146, -0.146, -0.015], [0.125, 0.082, 0.218], [0.420, 0.207, -0.068], [0.010, 0.295, 0.185], [-0.842, -0.382, -0.194], [0.241, -0.145, 0.389], [0.279, 0.303, -0.357], [-0.127, -0.104, -0.041], [-0.140, -0.034, -0.117], [0.051, 0.093, 0.041], [0.070, -0.104, -0.021], [0.094, -0.015, 0.079], [0.092, -0.185, 0.077], [0.028, 0.156, -0.161], [-0.089, 0.006, 0.064], [-0.055, 0.031, -0.035], [0.037, 0.015, -0.071], [0.022, -0.040, -0.034], [-0.011, -0.085, -0.029], [-0.027, -0.031, 0.074], [0.187, -0.086, -0.109], [-0.040, 0.161, -0.041], [-0.127, -0.018, -0.030], [-0.037, -0.108, 0.131], [0.072, 0.232, 0.073], [-0.155, 0.016, -0.187], [-0.041, -0.016, -0.025], [-0.035, 0.041, -0.154], [0.221, -0.121, -0.090], [0.082, 0.027, 0.055], [-0.066, 0.023, 0.140]]
}